{
  "formula": "C2H5NO2",
  "method": "ωB97M-V with the def2-TZVPD basis set",
  "homo_energy_ev": -9.88,
  "gap_ha": 0.3945,
  "smiles": "[H]/N=C(/C)OO",
  "e_above_lowest_kcal_mol": 103.41,
  "largest_force_ha_per_bohr": 0.0809,
  "elements": ["O", "O", "N", "C", "C", "H", "H", "H", "H", "H"],
  "positions_angstrom": [[0.015438, 0.601927, -1.187598], [-0.759983, 1.769139, -1.278564], [-0.689324, 0.441343, 1.079178], [-0.084471, -0.121916, 0.176930], [0.581013, -1.438920, 0.290118], [1.307857, -1.275453, 0.993771], [-0.265427, -2.151226, 0.333987], [-1.170637, 1.297274, 1.087617], [-0.103309, 2.392719, -0.901151], [1.168843, -1.514886, -0.594288]],
  "forces_ev_per_a": [[0.81, -2.80, 0.90], [0.69, 0.35, 1.12], [0.19, -1.65, 2.12], [-1.20, 3.43, -2.02], [-1.89, 0.99, -2.89], [1.16, -0.61, 2.63], [1.20, -0.11, 0.53], [-0.41, 1.14, -0.89], [-0.72, 0.05, -0.38], [0.18, -0.81, -1.12]]
}